1.
26
Properties=species:S:1:pos:R:3:forces:R:3:lowdin_charge:R:1 method="wB97M-V/def2-TZVPD" energy_ha=-390.61650 homo_lumo_gap_ev=10.01 total_charge=0 relative_energy_kj_mol=50.9 smiles=Cc1ccccc1.CCC
C 0.759 -2.214 0.016 -0.2 -0.7 -0.1 -0.07
C -0.021 2.026 1.314 0.7 -0.2 0.6 -0.12
H 2.479 0.995 -1.074 0.2 0.0 0.2 0.10
C -1.311 2.272 0.566 -1.6 -0.1 0.3 -0.30
H -3.437 1.560 0.547 0.1 0.1 -0.3 0.06
C 2.284 -0.456 0.540 0.0 0.0 -1.5 -0.10
H -2.293 0.430 1.290 0.1 0.0 -0.5 0.06
H -0.157 -2.889 -2.880 -0.2 0.0 -0.1 0.08
H 0.841 2.125 0.658 0.0 0.3 0.0 0.05
C 1.725 -1.686 0.848 0.5 0.7 0.3 -0.10
H -1.241 -1.533 -2.523 0.0 0.0 -0.1 0.08
H 0.236 -3.107 0.336 0.0 -0.1 -0.1 0.11
C -2.518 1.490 1.123 0.4 -0.7 0.9 -0.13
H 0.076 1.012 1.715 -0.4 -0.2 -0.4 0.06
C 1.173 -0.557 -1.638 0.5 -0.1 0.2 -0.06
H 2.992 0.045 1.184 0.0 -0.1 0.1 0.10
C -0.611 -2.303 -2.078 0.2 -0.1 -0.2 -0.05
H 0.161 2.626 2.209 -0.3 0.4 -0.2 0.07
H -1.250 -2.955 -1.487 0.0 -0.1 0.0 0.07
H 1.192 -0.178 -2.653 -0.6 0.0 0.0 0.11
C 2.013 0.075 -0.743 0.4 0.1 0.7 -0.11
H -1.173 2.030 -0.479 0.0 -0.2 -0.3 0.09
C 0.470 -1.692 -1.236 -0.3 0.3 0.3 -0.28
H -2.766 1.811 2.142 0.1 0.4 -0.1 0.07
H 2.089 -2.219 1.717 -0.4 0.0 0.2 0.10
H -1.713 3.290 0.587 0.9 0.3 0.0 0.10

***

2.
26
Properties=species:S:1:pos:R:3:forces:R:3:lowdin_charge:R:1 method="wB97M-V/def2-TZVPD" energy_ha=-390.58440 homo_lumo_gap_ev=10.00 total_charge=0 relative_energy_kj_mol=135.2 smiles=Cc1ccccc1.CCC
H -2.778 0.453 -2.173 -1.1 -0.4 -0.3 0.06
C -1.327 1.722 0.593 -1.9 -0.5 -1.2 -0.11
H -1.371 1.520 1.630 1.1 -0.5 1.2 0.04
H 2.155 1.278 0.332 0.2 -0.7 -0.3 0.12
H 3.268 0.320 -1.627 -1.0 0.1 -0.7 0.08
C -2.876 1.214 -1.417 2.5 0.4 0.4 -0.12
H 0.832 0.770 2.526 0.8 0.4 -1.2 0.11
H 2.229 -0.928 -2.574 0.0 0.3 -0.2 0.07
H 0.479 -3.282 1.320 -0.4 1.2 0.0 0.11
H -0.076 -1.354 2.895 0.3 0.2 0.2 0.10
H -3.809 1.620 -1.160 -1.6 0.3 -0.5 0.05
H -2.269 2.018 -1.874 -0.1 0.0 0.5 0.07
H -0.393 1.705 0.048 0.4 0.4 0.6 0.06
C 0.672 -2.205 1.090 0.6 -1.6 -0.7 -0.09
C 2.698 -0.627 -1.646 2.4 -0.1 1.2 -0.06
H 3.614 -1.278 -1.469 -1.2 0.0 -0.4 0.10
C -2.248 0.694 -0.095 -1.1 -0.8 -0.6 -0.30
H 1.443 -2.832 -0.797 0.1 -0.3 -0.6 0.10
H -1.823 2.696 0.575 0.2 0.2 -0.6 0.07
C 1.778 0.260 0.503 -0.9 1.8 1.5 -0.08
C 1.070 0.078 1.693 -1.0 -1.1 1.7 -0.11
C 1.287 -1.998 -0.153 -0.4 0.8 2.0 -0.06
C 0.529 -1.174 2.015 0.1 -0.1 -1.2 -0.10
H -3.086 0.363 0.569 0.5 0.6 -0.3 0.10
C 1.834 -0.743 -0.416 0.8 -1.1 -1.5 -0.31
H -1.834 -0.291 -0.389 0.8 0.6 0.7 0.09

***

3.
26
Properties=species:S:1:pos:R:3:forces:R:3:lowdin_charge:R:1 method="wB97M-V/def2-TZVPD" energy_ha=-390.58838 homo_lumo_gap_ev=9.97 total_charge=0 relative_energy_kj_mol=124.7 smiles=Cc1ccccc1.CCC
H 1.835 -2.934 -2.192 -0.6 0.4 -0.3 0.07
H 0.422 -3.210 0.312 -0.1 0.1 -0.3 0.08
H -3.223 -0.231 -0.388 -0.2 0.6 0.7 0.08
C -2.731 0.647 -0.808 1.4 -1.8 -2.8 -0.06
C 1.023 -1.376 -0.676 1.9 0.1 -1.6 -0.33
C 0.569 2.199 1.587 -0.1 0.0 -0.1 -0.10
C 0.798 1.888 0.249 0.5 -0.3 0.5 -0.10
H 0.326 -1.053 -1.452 -0.8 -0.1 0.8 0.09
H 2.779 -2.645 -0.825 -0.2 -0.2 0.4 0.06
H -2.384 0.180 -1.765 -0.3 0.5 0.2 0.08
C -0.191 1.314 -0.539 -0.8 0.5 -1.1 -0.10
H 2.839 -1.450 -1.921 -0.7 0.0 -0.7 0.07
C -1.502 1.107 -0.113 0.2 1.2 3.5 -0.27
H 0.060 1.113 -1.574 0.0 -0.1 0.0 0.11
H 1.792 1.982 -0.182 -0.1 0.1 0.1 0.11
H 1.316 2.475 2.336 0.1 0.2 -0.8 0.10
C 2.084 -2.132 -1.500 2.0 -0.4 0.9 -0.13
H -0.884 2.305 3.102 -0.4 0.1 -0.2 0.10
C -0.727 2.088 2.050 -0.2 -1.3 -0.1 -0.10
C -1.709 1.493 1.248 0.2 1.1 -0.3 -0.05
H 1.519 -2.219 1.180 0.2 0.1 0.1 0.08
H -0.156 -1.833 1.177 -0.5 0.7 0.0 0.06
H -2.712 1.512 1.651 -0.2 -0.4 0.0 0.10
H -3.398 1.437 -1.118 -0.3 0.2 0.4 0.08
C 0.643 -2.160 0.536 -0.1 -1.2 0.5 -0.11
H 1.612 -0.497 -0.378 -0.7 0.0 0.1 0.08

***

4.
26
Properties=species:S:1:pos:R:3:forces:R:3:lowdin_charge:R:1 method="wB97M-V/def2-TZVPD" energy_ha=-390.53663 homo_lumo_gap_ev=9.85 total_charge=0 relative_energy_kj_mol=260.6 smiles=CCc1ccccc1.CC
H -2.541 -1.610 -2.858 -0.6 -0.6 -0.3 0.06
C 1.291 2.815 0.381 -0.3 0.2 -0.3 -0.18
C 0.606 -1.091 0.084 3.5 -1.9 2.4 -0.05
C -1.522 -0.926 0.936 0.0 -1.2 1.7 -0.05
H -0.535 -0.090 -2.188 1.6 1.2 -1.8 0.06
C 1.081 -1.549 1.472 0.6 1.4 -4.2 -0.05
H 2.666 3.669 -1.024 0.1 -0.6 -0.7 0.06
C -1.158 -1.239 2.272 2.4 1.7 -5.9 -0.08
H -2.565 -1.058 0.857 -1.4 0.8 -0.9 0.09
H 0.390 -1.649 3.646 0.4 0.6 -2.8 0.14
H 1.159 1.845 0.943 -0.3 1.2 -0.7 0.07
H 2.931 1.848 -0.645 -0.5 1.4 -0.6 0.08
H -1.881 -1.083 2.944 -2.3 -0.1 2.9 0.06
C 2.197 2.687 -0.897 0.3 -1.2 2.7 -0.16
H 2.159 -1.884 1.458 -1.5 0.6 0.7 0.11
H -2.346 -2.284 -1.114 0.1 0.2 -1.4 0.09
H -1.035 -2.390 -2.332 0.5 -1.0 -0.4 0.05
H 1.592 2.309 -1.708 0.0 0.4 -0.5 0.04
H -2.102 0.246 -1.347 0.4 0.3 -0.5 0.11
H 0.397 3.388 0.115 -0.9 -1.3 -0.5 0.05
C -1.276 -0.433 -1.576 -1.9 -3.2 4.0 -0.14
C -1.887 -1.834 -2.036 0.3 2.2 1.4 -0.07
H 1.530 3.624 1.060 1.6 -0.3 0.7 0.04
H 1.312 -1.108 -0.752 0.2 0.0 0.4 0.11
C 0.199 -1.395 2.491 0.4 -2.0 4.5 -0.15
C -0.662 -0.808 -0.182 -2.7 1.1 0.2 -0.29

***

5.
26
Properties=species:S:1:pos:R:3:forces:R:3:lowdin_charge:R:1 method="wB97M-V/def2-TZVPD" energy_ha=-390.19384 homo_lumo_gap_ev="10.09 / 5.65" total_charge=+1 spin_multiplicity=2 relative_energy_kj_mol=304.7 s2=0.7667
C -0.495 -2.089 -0.910 2.2 2.0 -2.6 -0.15
C -0.950 -0.904 -0.083 0.0 -0.2 -1.4 -0.10
C 2.726 2.083 -0.112 0.3 1.0 -2.9 -0.20
C 3.305 1.271 0.928 -0.4 -3.1 2.6 -0.18
C -0.182 0.301 0.176 0.2 -1.7 0.4 0.04
C -2.847 0.424 0.948 -0.7 -5.7 -4.0 0.04
H -2.200 2.267 1.832 -0.6 -0.4 -1.0 0.17
H 4.068 0.504 0.679 -0.5 0.6 -0.2 0.09
H 2.475 0.721 1.530 1.0 0.3 -1.3 0.09
C -1.525 -2.778 -1.845 6.5 -4.1 2.0 -0.06
C -0.698 1.330 0.837 3.7 1.9 -1.3 -0.06
H 0.028 2.150 1.009 -1.0 -0.4 0.2 0.14
H 0.393 -1.684 -1.696 -2.0 -1.0 2.5 0.20
C -2.278 -0.790 0.297 -4.2 2.2 3.0 0.06
H -1.005 -3.891 -2.033 -1.0 2.8 0.2 0.16
H -2.290 -3.140 -1.351 -4.5 -1.0 2.3 0.00
H -1.662 -2.479 -2.788 -0.7 2.0 -3.2 0.03
H 3.663 1.824 1.749 1.0 1.1 0.8 0.05
H 0.010 -2.801 -0.220 -0.2 0.3 -0.3 0.15
H 2.535 1.523 -1.021 -0.5 -0.5 -0.1 0.07
C -2.001 1.434 1.118 -0.9 3.8 4.0 -0.02
H 3.287 2.911 -0.568 0.4 -0.1 0.8 0.09
H 1.826 2.513 0.222 -1.3 0.7 0.3 0.03
H -3.098 -1.527 0.303 1.2 -0.3 -0.7 0.14
H -3.933 0.427 0.955 0.2 0.3 0.8 0.13
H 0.846 0.400 0.048 1.7 -0.6 -0.9 0.07

***

6.
26
Properties=species:S:1:pos:R:3:forces:R:3:lowdin_charge:R:1 method="wB97M-V/def2-TZVPD" energy_ha=-390.27389 homo_lumo_gap_ev="9.37 / 5.71" total_charge=+1 spin_multiplicity=2 relative_energy_kj_mol=94.5 s2=0.7679
C -2.220 -1.678 0.441 0.8 0.0 -0.9 0.04
H 1.856 1.910 3.455 0.4 -0.4 0.1 0.07
H 2.755 2.281 2.010 0.1 0.1 0.2 0.06
C 1.812 0.331 1.920 0.6 -1.8 3.4 -0.19
C -2.393 -0.728 -0.536 -1.6 0.2 0.4 0.00
C -0.093 -1.116 -1.258 -0.4 0.3 -0.9 0.06
H 1.833 -0.456 2.764 0.4 0.1 -1.6 0.09
H 0.614 -0.917 -2.058 0.3 0.0 0.4 0.13
H 1.085 -2.338 0.107 0.7 -0.4 -0.5 0.12
C -1.370 0.723 -2.423 -2.0 -0.6 0.8 -0.17
C -0.963 -2.357 0.527 0.3 0.3 1.7 0.04
H 0.787 1.205 -2.165 -0.8 0.3 -0.8 0.09
H -0.775 -3.025 1.383 -0.4 0.1 -0.6 0.14
H -3.361 -0.213 -0.536 0.5 0.0 -0.3 0.14
H -1.372 0.304 -3.443 0.1 0.1 0.2 0.15
C -0.221 1.690 -2.183 1.2 0.3 1.2 -0.07
H -2.980 -1.864 1.172 -0.3 -0.2 0.2 0.13
H 2.337 -0.012 1.037 0.1 -0.1 0.0 0.05
C 0.139 -1.984 -0.230 -0.8 0.2 0.2 -0.03
H -0.217 2.058 -1.152 -0.6 0.0 0.1 0.09
H -2.399 1.123 -2.234 1.0 0.5 -0.7 0.13
H 3.491 1.124 3.094 -0.4 0.0 0.3 0.07
C -1.380 -0.406 -1.431 2.1 -0.5 0.0 -0.11
H 0.738 0.269 1.808 -0.4 1.3 -0.6 0.03
C 2.529 1.467 2.711 -0.9 0.8 -1.9 -0.16
H -0.231 2.610 -2.780 0.0 -0.7 -0.3 0.10

***

7.
48
Properties=species:S:1:pos:R:3:forces:R:3:lowdin_charge:R:1 method="wB97M-V/def2-TZVPD" energy_ha=-3866.33998 homo_lumo_gap_ev="5.92 / 6.58" total_charge=-2 spin_multiplicity=6 relative_energy_kj_mol=9.6 s2=8.7595
F 3.725 -16.545 6.761 -0.3 0.1 0.0 0.16
H 2.140 -15.559 3.040 -0.5 0.2 -0.5 0.09
O 4.215 -14.486 5.608 -0.2 -1.4 0.6 -0.05
H 4.952 -15.874 -3.362 0.0 -0.4 -0.3 0.07
N 5.278 -12.474 2.044 0.3 -3.1 0.2 -0.11
H 1.616 -17.838 -3.050 -0.1 0.5 -0.8 0.10
S 1.045 -16.950 1.655 -2.3 1.9 -0.5 0.63
F 5.912 -15.172 0.920 0.7 0.0 1.7 0.04
O 3.074 -13.516 3.113 -2.4 0.5 -0.8 -0.12
H 6.347 -10.835 1.571 0.3 -0.8 -0.1 0.07
F 7.441 -16.439 2.158 -0.4 0.9 0.0 0.12
C 0.828 -13.169 2.137 -0.4 -0.7 -0.5 -0.11
C 3.263 -16.582 -2.332 0.5 -0.7 1.0 -0.26
C 2.309 -12.841 2.295 1.9 -1.1 0.4 -0.60
H 0.342 -14.289 3.860 -0.1 -0.4 -0.1 0.12
O 5.001 -11.524 4.872 -1.0 0.6 0.8 -0.46
H 7.176 -12.353 1.415 -0.4 0.6 0.0 0.05
O 2.721 -11.965 1.531 -0.4 0.7 -0.2 -0.02
F 3.564 -16.381 4.506 -0.7 -1.3 -1.0 0.19
C 2.026 -17.233 -2.262 0.0 0.7 0.3 -0.06
H -0.664 -14.696 2.426 0.3 -0.2 0.2 0.10
C 0.345 -14.455 2.776 0.5 -0.4 0.0 -0.20
H 0.535 -13.204 1.062 0.6 0.3 0.6 0.12
B 6.908 -15.158 1.996 0.1 -0.2 -0.5 -1.02
O 5.404 -9.266 4.091 -1.3 2.0 -1.4 -0.40
H 4.447 -11.897 1.934 0.0 -0.3 -0.5 0.05
O -0.397 -16.965 1.407 0.9 -0.5 -0.3 -0.35
F 7.875 -14.211 1.585 -0.4 -0.7 0.6 0.09
S 5.564 -10.180 5.171 3.5 -2.3 1.2 0.52
N 1.263 -15.586 2.494 1.1 -0.5 0.8 -0.13
N 6.493 -11.790 1.920 1.5 1.6 0.1 -0.05
H 5.318 -13.347 1.421 -0.9 2.1 0.8 0.10
C 1.270 -17.186 -1.093 0.0 0.1 -0.1 -0.08
O 5.531 -9.679 6.557 -1.3 -0.1 -0.5 -0.43
H 4.063 -17.135 -4.304 0.0 0.2 0.1 0.07
B 3.798 -15.758 5.657 1.7 2.8 0.0 -0.97
H 3.501 -15.439 -4.163 -0.4 -0.1 -0.1 0.07
Fe 4.971 -13.449 4.073 -1.3 0.7 0.0 0.88
O 1.688 -18.060 2.273 0.3 -0.3 0.4 -0.28
H 0.278 -12.354 2.590 -0.2 0.4 0.1 0.11
C 3.929 -16.293 -1.097 -1.4 0.0 -1.1 -0.01
H 0.203 -17.430 -1.128 0.5 -0.3 0.3 0.11
H 3.833 -16.271 1.040 -1.1 0.2 -0.8 0.13
C 3.219 -16.372 0.106 1.6 -0.5 0.1 -0.04
F 6.349 -14.744 3.360 1.0 -0.9 -2.2 -0.02
C 1.879 -16.752 0.068 0.0 0.1 1.1 -0.27
H 4.985 -16.049 -1.156 -0.2 0.3 0.4 0.10
C 3.965 -16.270 -3.634 0.5 -0.1 0.5 -0.06

***

8.
40
Properties=species:S:1:pos:R:3:forces:R:3:lowdin_charge:R:1 method="wB97M-V/def2-TZVPD" energy_ha=-16354.76810 homo_lumo_gap_ev=8.15 total_charge=0
C 2.447 0.695 4.354 -0.2 -0.2 1.0 -1.62
O 1.465 4.894 3.793 -0.2 0.1 0.1 0.02
H 1.759 0.972 3.568 0.1 -0.1 -0.1 -0.10
Br 1.911 1.013 0.824 0.3 -0.3 -0.4 0.63
H -2.672 0.671 3.008 0.2 0.1 0.3 0.10
H 2.051 5.131 3.069 -0.1 0.0 -0.1 0.10
C 0.130 3.864 2.054 -1.0 -0.2 -0.5 -0.05
C -0.535 -1.254 -4.833 -0.1 -0.3 0.3 -0.63
C 0.516 3.989 3.373 0.8 0.1 0.2 -0.34
H 0.002 0.803 -0.623 -0.2 -0.1 -0.2 -0.05
C -0.961 -5.311 -2.044 0.4 -0.2 0.3 -0.67
H 0.239 3.257 5.393 0.4 0.2 -0.1 0.10
H -1.528 -3.760 -0.919 0.0 0.2 0.0 0.08
O -0.388 -1.896 -3.790 0.0 0.5 -1.0 -0.04
C -1.452 2.178 2.703 0.6 -1.2 0.4 -0.33
Br 1.352 0.473 5.967 0.2 -0.1 -0.2 0.58
H -0.272 -4.886 -3.931 0.1 -0.3 -0.4 0.07
H -0.337 -6.607 -3.462 0.2 0.0 -0.3 0.10
Br 3.698 2.127 4.641 0.0 -0.1 -0.2 0.60
H -0.941 -3.275 -2.500 -0.1 0.1 0.1 0.01
Br 3.320 -0.976 3.976 -0.1 0.2 -0.2 0.58
H -0.706 0.579 -3.990 -0.3 0.2 -0.1 0.06
O -1.091 -6.150 -1.161 -0.2 0.3 -0.4 0.01
H -0.198 -1.299 -6.887 0.0 0.1 0.0 0.10
O -2.420 1.291 2.320 -0.3 0.1 -0.6 0.04
H -1.497 1.599 4.746 0.3 0.0 0.3 0.11
C -0.991 2.223 4.021 -0.4 0.7 -0.9 -0.04
C -0.837 2.915 1.712 -0.4 0.6 0.4 -0.06
H 0.409 4.553 1.266 0.6 0.0 0.2 0.12
Br 1.700 1.115 -2.366 0.0 -0.4 0.1 0.61
N -0.476 -5.631 -3.294 -0.5 0.4 0.8 0.15
H -0.287 -2.822 -6.128 0.1 0.0 0.1 0.10
C 0.971 0.346 -0.754 -0.3 0.6 0.8 -1.60
H -1.287 0.464 -5.663 0.0 0.4 0.1 0.10
N -1.261 -3.987 -1.859 0.0 -0.5 -0.1 0.13
H -1.239 2.828 0.711 0.2 0.1 -0.1 0.12
N -0.831 0.089 -4.855 0.5 -1.1 -0.1 0.15
Br 0.717 -1.540 -0.709 0.3 0.1 -0.1 0.69
C -0.021 3.159 4.348 -0.6 -0.4 0.4 -0.06
N -0.459 -1.835 -6.080 -0.2 0.1 0.2 0.15

***

9.
33
Properties=species:S:1:pos:R:3:forces:R:3:lowdin_charge:R:1 method="wB97M-V/def2-TZVPD" energy_ha=-4231.69508 homo_lumo_gap_ev=6.90 total_charge=+2 relative_energy_kj_mol=0.0
C 1.121 -1.086 -0.376 -0.9 -0.4 0.3 -0.14
Cl -3.462 -0.736 -0.147 0.8 0.4 0.6 -0.06
H 1.433 -1.634 -1.299 -0.4 0.0 0.9 0.13
C 2.144 -0.025 -0.107 2.6 -0.5 0.6 -0.68
O 3.317 -0.105 0.109 -3.3 0.3 -0.7 0.12
H 1.797 0.157 -3.163 -0.1 0.3 -0.1 0.05
H 0.892 1.037 -4.425 0.0 -0.1 0.4 0.07
C -0.976 -0.857 -3.580 -0.3 -0.3 0.2 -0.26
H -1.645 1.764 -4.269 -0.1 0.2 0.3 0.06
H 1.046 -1.708 0.535 0.6 -0.2 -0.6 0.10
H -1.158 2.861 -2.921 -0.2 -0.1 -0.1 0.05
C -0.205 -1.578 4.498 -0.6 -1.3 0.2 -0.62
H -2.581 1.775 -2.729 0.1 0.2 -0.3 0.04
H -1.154 -2.039 2.576 -0.2 -0.3 0.2 0.12
C 0.476 -0.615 5.231 0.0 0.3 -0.6 -0.03
C -1.585 1.885 -3.179 -0.1 -0.2 0.3 -0.27
N -0.418 -0.086 2.641 0.8 -0.8 1.2 -0.18
H 0.059 -0.689 -0.563 1.8 -0.4 -0.3 -0.07
P -0.524 0.552 -2.508 -0.9 0.2 -1.1 0.64
C -0.634 -1.327 3.201 0.5 1.6 0.2 -0.14
H -1.136 -0.485 -4.605 0.1 -0.2 0.4 0.06
Br -0.622 -3.247 5.333 0.2 0.7 -0.5 0.85
C 0.769 0.597 4.611 0.1 0.3 0.1 0.00
I 1.158 1.988 -0.068 0.2 0.9 0.8 0.97
H 1.467 1.910 -2.966 0.0 -0.3 -0.3 0.01
H 0.780 -0.820 6.249 0.0 0.0 0.0 0.13
H 1.323 1.372 5.133 0.0 -0.2 -0.1 0.14
H 0.545 1.772 2.788 -0.1 -0.4 0.5 0.05
C 1.067 0.959 -3.341 0.3 0.1 0.4 -0.29
H -1.900 -1.317 -3.198 0.3 0.0 -0.3 0.04
H -0.156 -1.595 -3.588 -0.4 0.2 0.0 0.06
C 0.321 0.841 3.327 -0.5 -0.5 -0.3 -0.13
Y -1.557 0.481 0.797 -0.4 0.4 -2.3 1.17